Entry 1:
Computed, not measured: a cluster of 6 separate species, H12O5S in total at a distorted geometry, with the ωB97M-V functional and the def2-TZVPD basis.

Positions of all 18 atoms, in Å:
O 2.17687 -2.90753 0.21405
O 1.42904 1.65670 0.77558
H 0.02291 -1.53124 2.15780
H 1.06279 0.91745 1.30779
H 1.26968 -3.21970 0.38523
H 1.41966 -1.10666 1.50287
H 2.14341 -2.31990 -0.56066
O -1.77645 -1.91277 -1.01339
H -1.84624 -1.87993 -1.98106
O 0.60072 -0.00211 -1.27429
H 0.74171 0.81870 -0.76920
H -1.11148 -2.61268 -0.88412
H 2.27480 1.95424 1.14474
O 0.58209 -0.78345 1.88944
H -0.51586 2.78186 -0.53172
H -0.04525 -0.45144 -0.69943
H -1.51906 1.10632 -0.48409
S -1.75982 2.43417 -0.37135

Calculated values
**HOMO (alpha / beta)**: 0.28 / -6.60 eV
**Energy above the lowest of the compared OMol25 structures with the same formula, charge and spin**: 0.0 kJ/mol
**Spin multiplicity**: 2
**Calculated total energy**: -781.55466 hartree
**Net charge**: -1
**Orbital gap (alpha / beta)**: 2.87 / 9.70 eV

Results of the Mulliken charge analysis, in e, for atoms 1 through 6:
1 O -0.9451
2 O -0.8677
3 H 0.3920
4 H 0.4233
5 H 0.3889
6 H 0.3214



Entry 2:
Computed, not measured: a cluster of 2 separate species, C3H9NO2 in total at a distorted geometry, with the ωB97M-V functional and the def2-TZVPD basis.

Positions of all 15 atoms, in Å:
H 0.84508 0.61874 2.18432
O -1.17560 0.34102 2.07606
H 1.97186 0.60515 -2.23020
O 0.66799 -0.56596 -0.11164
H 0.42261 -1.04551 2.02657
C 0.94215 0.77444 -1.95776
H 0.36193 1.11741 -2.83374
C 0.11178 -0.13895 2.51720
H -1.49277 -1.30752 -0.92488
H 1.03457 1.59651 -1.25029
H -1.47755 -0.51430 -2.44722
N -1.04251 -0.65801 -1.55228
H -1.63957 -0.50138 2.13236
H 0.23532 -0.03344 3.59704
C 0.23473 -0.28820 -1.22554

Calculated values
**HOMO**: -9.73 eV
**Energy above the lowest of the compared OMol25 structures with the same formula, charge and spin**: 141.5 kJ/mol
**SMILES**: CC(N)=O.CO
**Calculated total energy**: -324.91873 hartree
**Net charge**: 0
**Orbital gap**: 10.54 eV

Results of the Mulliken charge analysis, in e, for atoms 1 through 6:
1 H 0.1908
2 O -0.4772
3 H 0.2967
4 O -0.5741
5 H 0.3219
6 C -0.9577



Entry 3:
Computed, not measured: the molecule C4H8N2, with the ωB97M-V functional and the def2-TZVPD basis.

Positions of all 14 atoms, in Å:
H 0.49175 -1.48818 -1.18103
H 2.75532 -0.75263 -1.21406
C -1.57160 -0.78638 0.11136
H -1.51863 -1.71841 -0.45440
H -2.44667 -0.21406 -0.20721
H -1.66925 -1.02259 1.17709
N 2.50779 0.56567 0.42749
H -1.11138 1.39350 1.25538
H -0.32798 2.08360 -0.19393
C -0.27705 1.29072 0.55826
C 2.11756 -0.14966 -0.52881
C 0.68820 -0.52675 -0.69888
N -0.35292 -0.01428 -0.09158
H 0.71485 1.33946 1.04032

Calculated values
**HOMO (alpha / beta)**: -7.66 / -6.51 eV
**Energy above the lowest of the compared OMol25 structures with the same formula, charge and spin**: 335.2 kJ/mol
**Calculated total energy**: -266.59432 hartree
**Net charge**: 0
**Orbital gap (alpha / beta)**: 7.93 / 6.61 eV

Results of the Mulliken charge analysis, in e, for atoms 1 through 6:
1 H 0.2657
2 H 0.2981
3 C -0.8865
4 H 0.2752
5 H 0.3334
6 H 0.3589



Entry 4:
Computed, not measured: a cluster of 7 separate species, C24H49NO21 in total at a distorted geometry, with the ωB97M-V functional and the def2-TZVPD basis.

Positions of all 95 atoms, in Å:
H 5.64667 -1.10595 2.09147
H 6.87190 -0.56736 3.24661
O -0.40446 -1.90962 -2.96454
C 3.28666 -1.03039 -2.37618
C -3.87203 0.34180 -0.12618
H 5.53051 -1.25204 -3.65119
O -3.62918 6.67060 -0.00107
H -8.37825 6.89814 2.35028
H -3.95516 4.61886 -0.09776
H 4.85005 -1.51075 -0.89440
H -2.92086 -2.08120 -0.44776
H -5.68888 1.36332 1.47978
C 5.66952 -1.78970 5.23589
C 6.16418 -1.36068 3.01240
H -9.89859 7.16096 1.49066
C 9.33468 -4.20683 2.79027
H -1.49200 -5.26003 -4.31954
C -12.04352 10.46545 4.33151
C 5.03645 -2.19579 7.43136
C -2.27404 -7.50729 -5.39702
C 10.46795 -2.83795 1.29162
O 11.44254 -2.80461 1.99519
H -5.70963 2.22270 -0.08777
H 5.70250 -1.43786 7.83981
H -2.45165 5.21858 -0.80856
H -1.44059 -1.49765 -1.15528
C -3.20078 -9.63352 -5.48063
H -3.31115 -9.70683 -4.40015
C -3.51151 5.42100 -0.68362
H -12.61119 10.65399 3.42200
C -6.14538 8.75507 1.16781
O -10.76037 9.91970 4.02172
O -2.61446 -0.02998 -0.34930
C -1.44445 -5.34627 -5.39426
H 5.48184 -2.99672 -3.38400
C -9.43646 7.10496 2.47458
H -2.27264 -10.10448 -5.79976
O 10.32552 -2.22263 0.11685
C -0.35456 -3.15176 -2.46244
H 4.12602 -2.22387 8.02340
O -9.54762 8.35524 3.15759
C -5.14270 2.03874 0.82356
O -3.24510 -8.26908 -5.90113
H -12.59577 9.79895 4.99164
O -11.79795 8.15114 3.06824
H 7.56366 -2.52931 -2.72678
H 8.36750 -4.69404 2.88141
N 6.91453 -1.95744 -2.19789
H -2.93972 -1.23323 -2.02196
H 3.51567 -0.68670 -3.37661
H 11.21866 -1.02403 -1.25633
C 4.48035 -1.88599 -1.84471
H 5.51130 -3.17484 7.46352
O -4.86063 -0.26573 -0.44482
H 6.77509 -2.40325 -1.29958
H 4.12050 -2.89551 -1.65983
C 0.76066 -1.12088 -2.57826
O -5.87750 6.44582 -0.08777
H 12.33226 -2.11688 -0.41787
O -2.43065 -6.26944 -5.86292
O -1.40466 -7.87465 -4.64727
H -6.69019 8.08299 1.82517
O 9.33531 -3.49680 1.54951
H 2.02428 -2.41953 -1.41634
C 11.46601 -1.46878 -0.29644
H 11.68189 -0.67541 0.41689
H -4.99402 2.98406 1.33925
H 0.88341 -0.35745 -3.33367
H 2.18650 -2.64016 -3.18348
O 0.08816 -4.07396 -3.28466
H -4.03642 -10.13832 -5.95718
C -2.47507 -1.28277 -1.03778
H 10.11509 -4.96566 2.79967
H 0.53236 -0.65218 -1.62121
O 6.83068 -1.97474 5.49525
O -3.85052 1.51516 0.51728
O -4.85516 8.22452 0.86235
H 3.18024 -0.20136 -1.67995
H -6.71247 8.93956 0.25682
O -0.68826 -3.44985 -1.36552
O 5.17630 -1.47631 4.03670
O 4.65333 -1.86421 6.09567
H 9.46008 -3.51915 3.62489
H -9.88442 6.30222 3.05753
C 5.60631 -2.02881 -2.89540
H 6.68660 -2.30586 2.87277
C 2.03195 -1.92602 -2.38128
H -0.44918 -5.65118 -5.71372
H -1.67360 -4.37972 -5.83460
H -11.87082 11.40808 4.84339
H -3.97525 5.47413 -1.66723
H -5.99299 9.69992 1.68152
C -10.80273 8.74827 3.38396
C -4.88545 7.05354 0.22554
H 0.06502 -4.91641 -2.80971

Calculated values
**HOMO**: -9.59 eV
**SMILES**: NCCCCCOC(=O)O.COC(=O)OC.COC(=O)OC.COC(=O)OC.COC(=O)OC.COC(=O)OC.COC(=O)OC
**Calculated total energy**: -2578.68973 hartree
**Net charge**: 0
**Orbital gap**: 10.04 eV

Results of the Mulliken charge analysis, in e, for atoms 1 through 6:
1 H 0.1475
2 H 0.3065
3 O -0.3645
4 C -0.7365
5 C 0.7332
6 H 0.3139